This record from the Open Molecules 2025 dataset describes 2 unconnected molecules or ions with the total composition C3H10NO in a non-equilibrium geometry. The level of theory is wB97M-V/def2-TZVPD.

Results
Lowest unoccupied orbital energy, eV: -5.1
Frontier orbital gap, eV: 10.95
DFT total energy, Eh: -250.000380
Max |F|, Eh/bohr: 0.062

```
! wB97M-V def2-TZVPD RIJCOSX def2/J DEFGRID3
* xyz 1 1
O 2.72207 -0.68278 -0.59360
N -0.30639 -0.74437 -0.09384
C -0.73971 1.77245 -0.12857
C -0.80703 -1.89498 -0.05313
C -0.83474 0.44965 0.58479
H 0.28356 2.08046 -0.43059
H -1.84827 0.15446 0.89252
H -1.62022 -2.36985 0.53240
H -1.29714 1.68563 -1.09099
H -0.38508 0.56958 1.59126
H 3.29045 -0.69853 0.18979
H 2.49587 0.22950 -0.75816
H -0.32687 -2.71800 -0.58132
H 0.61667 -0.44763 -0.41239
H -1.24316 2.61441 0.35182
*
```

Atomic partial charges in e from the Mulliken method, atoms 1 to 8: O -0.677; N 0.144; C -1.115; C -0.018; C -0.334; H 0.318; H 0.386; H 0.271

This record from the Open Molecules 2025 dataset describes 2 unconnected molecules or ions with the total composition C3H10NO in a non-equilibrium geometry. The level of theory is wB97M-V/def2-TZVPD.

Results
Lowest unoccupied orbital energy, eV: -3.8
Frontier orbital gap, eV: 11.27
DFT total energy, Eh: -250.028569
Max |F|, Eh/bohr: 0.032

```
! wB97M-V def2-TZVPD RIJCOSX def2/J DEFGRID3
* xyz 1 1
O -0.18614 0.26552 -1.11977
N -0.14858 -1.48186 0.67258
C 0.18457 1.39834 -0.85202
C 1.60873 1.77184 -0.87696
C -1.62061 -1.39055 0.94261
H 0.08247 -2.33959 0.18292
H 1.83769 2.64329 -0.26857
H -1.78674 -0.55766 1.60420
H 0.43872 -1.32743 1.47809
H 1.88008 2.12672 -1.88423
H -0.54799 2.12044 -0.46621
H 2.26269 0.95328 -0.58912
H 0.04883 -0.67979 -0.05138
H -1.96930 -2.36955 1.22329
H -2.08441 -1.13300 0.00455
*
```

Atomic partial charges in e from the Mulliken method, atoms 1 to 8: O -0.545; N -0.272; C 0.146; C -0.878; C -0.768; H 0.370; H 0.344; H 0.332

This record from the Open Molecules 2025 dataset describes 2 unconnected molecules or ions with the total composition C3H10NO in a non-equilibrium geometry. The level of theory is wB97M-V/def2-TZVPD.

Results
Lowest unoccupied orbital energy, eV: -8.1
Frontier orbital gap, eV: 6.19
DFT total energy, Eh: -249.909127
Max |F|, Eh/bohr: 0.086

```
! wB97M-V def2-TZVPD RIJCOSX def2/J DEFGRID3
* xyz 1 1
O 0.51568 -1.01175 1.33357
N -0.61183 -1.13623 -2.00798
C -0.40463 0.93916 0.23588
C 0.70502 1.22553 -0.71594
C -0.04838 0.31122 1.51046
H -1.25508 1.62257 0.27502
H 1.25590 2.10277 -0.35193
H 0.82336 0.83976 1.91515
H 0.29307 1.42087 -1.70226
H -0.23420 -1.58572 1.10706
H 1.37917 0.37034 -0.76422
H -1.29374 -1.15193 -2.75060
H -0.83592 0.24530 2.25989
H -0.90074 -0.56410 -1.22875
H -0.23390 -2.03588 -1.80581
*
```

Atomic partial charges in e from the Mulliken method, atoms 1 to 8: O -0.460; N -0.485; C 0.116; C -0.928; C -0.342; H 0.304; H 0.395; H 0.278

This record from the Open Molecules 2025 dataset describes a gas-phase ion, C3H10NO (charge +1) in a non-equilibrium geometry. The level of theory is wB97M-V/def2-TZVPD.

Results
Lowest unoccupied orbital energy, eV: -3.7
Frontier orbital gap, eV: 11.28
DFT total energy, Eh: -249.998579
Max |F|, Eh/bohr: 0.107

```
! wB97M-V def2-TZVPD RIJCOSX def2/J DEFGRID3
* xyz 1 1
O -0.55247 1.47977 0.17644
N -0.68037 -0.66489 1.69592
C 0.51041 0.34538 -1.68625
C -0.10017 -0.95242 0.31707
C 0.38442 0.48676 -0.20336
H 1.36049 0.85272 0.26721
H 0.56392 1.35300 -2.33337
H 0.82672 -1.51553 0.47062
H -0.31417 2.39486 -0.13643
H -1.23972 -1.49244 2.15156
H 0.02897 -0.24986 2.22230
H -1.36611 0.00461 1.63505
H -0.17097 -0.22202 -2.30463
H 1.34852 -0.33394 -1.82562
H -0.59948 -1.48599 -0.44649
*
```

Atomic partial charges in e from the Mulliken method, atoms 1 to 8: O -0.594; N -0.289; C -1.388; C -0.792; C 0.500; H 0.320; H 0.285; H 0.357

This record from the Open Molecules 2025 dataset describes 2 unconnected molecules or ions with the total composition C3H10NO in a non-equilibrium geometry. The level of theory is wB97M-V/def2-TZVPD.

Results
Lowest unoccupied orbital energy, eV: -8.5
Frontier orbital gap, eV: 6.17
DFT total energy, Eh: -249.823843
Max |F|, Eh/bohr: 0.062

```
! wB97M-V def2-TZVPD RIJCOSX def2/J DEFGRID3
* xyz 1 1
O 2.83923 -0.13280 0.80198
N -1.39829 -0.50293 -0.18223
C 1.44287 -0.14923 0.62565
C 1.07864 -0.00084 -0.79259
C -2.30444 0.59064 0.15404
H -2.84119 1.03516 -0.75381
H -3.03549 0.22121 0.86025
H 1.12232 1.02152 -1.17532
H 1.08123 -1.12324 0.97666
H -1.72172 1.36983 0.63021
H -0.24803 -0.54047 -0.50896
H 3.28461 -0.34839 -0.03007
H 1.57199 -0.59115 -1.58191
H 0.95917 0.57843 1.27442
H -1.83090 -1.42775 -0.29831
*
```

Atomic partial charges in e from the Mulliken method, atoms 1 to 8: O -0.425; N -0.284; C -0.287; C -0.417; C -0.616; H 0.284; H 0.320; H 0.359

This record from the Open Molecules 2025 dataset describes 2 unconnected molecules or ions with the total composition C3H10NO2 in a non-equilibrium geometry. The level of theory is wB97M-V/def2-TZVPD.

Results
Lowest unoccupied orbital energy, eV: 4.4
Frontier orbital gap, eV: 7.68
DFT total energy, Eh: -325.548226
Max |F|, Eh/bohr: 0.032

```
! wB97M-V def2-TZVPD RIJCOSX def2/J DEFGRID3
* xyz -1 1
O 3.52407 -0.51496 -0.33935
O 1.16911 0.40303 -0.57914
N -0.70090 0.47069 1.55886
C 0.23949 -0.61869 -0.57083
C -1.90438 0.70755 -0.52348
C -0.99926 -0.22285 0.26456
H -1.48697 -1.15844 0.58205
H 0.70533 -1.54322 -0.17441
H -2.38066 0.18054 -1.33960
H -1.26232 1.54381 -0.81105
H 3.63896 -0.50881 0.60650
H -0.18642 -0.80542 -1.57630
H -0.02453 -0.08294 2.07408
H 2.56540 -0.19420 -0.53972
H -0.21243 1.28945 1.20988
H -2.68449 1.05446 0.15795
*
```

Atomic partial charges in e from the Mulliken method, atoms 1 to 8: O -0.757; O -0.927; N -0.818; C -0.472; C -1.405; C 0.232; H 0.396; H 0.317